# 1
Here is Br2NO2S as an isolated structure at a distorted geometry from the Open Molecules 2025 dataset. Energies are from ωB97M-V/def2-TZVPD.

The geometry in XYZ format:
```
6
Properties=species:S:1:pos:R:3:nbo_charge:R:1
N -0.914 0.047 -0.737 -0.89
O 1.012 0.252 1.397 -0.96
O 2.136 -0.490 -0.592 -0.97
S 1.176 0.425 0.008 1.67
Br -1.730 1.360 0.277 0.08
Br -1.680 -1.594 -0.353 0.07
```

The value obtained for the HOMO-LUMO gap is 7.354 eV. As for the net charge: -1. For the calculated total energy, the calculation gives -5751.45008 Ha. For the largest force on an atom, the calculation gives 2.99 eV/Å. The calculation puts the LUMO energy at 3.43 eV. The relative energy (zero: lowest compared OMol25 entry of this formula, charge and spin) comes out at 57.84 kJ/mol. The HOMO energy is -3.92 eV.


# 2
Here is BrCaI3 as an isolated structure from the Open Molecules 2025 dataset. Energies are from ωB97M-V/def2-TZVPD.

The geometry in XYZ format:
```
5
Properties=species:S:1:pos:R:3:nbo_charge:R:1
Ca -10.561 9.891 21.253 1.66
Br -14.282 8.834 18.574 -0.93
I -5.740 11.155 20.559 -0.91
I -12.106 11.494 25.609 -0.90
I -9.206 5.310 22.910 -0.91
```

The value obtained for the HOMO-LUMO gap is 4.077 eV. As for the net charge: -2. For the calculated total energy, the calculation gives -4144.81550 Ha. For the largest force on an atom, the calculation gives 0.84 eV/Å. The calculation puts the LUMO energy at 1.09 eV. The relative energy (zero: lowest compared OMol25 entry of this formula, charge and spin) comes out at 629.79 kJ/mol. The HOMO energy is -2.99 eV.


# 3
Here is BrCl3IMnO12 as an isolated structure at a distorted geometry from the Open Molecules 2025 dataset. Energies are from ωB97M-V/def2-TZVPD.

The geometry in XYZ format:
```
18
Properties=species:S:1:pos:R:3:lowdin_spin:R:1
Mn -0.534 -0.711 -0.398 4.86
I 0.228 0.660 -2.717 0.03
Br -0.469 -2.500 1.495 0.04
Cl -3.759 1.751 -0.325 0.00
O -4.229 2.143 1.009 0.00
O -3.164 2.863 -1.002 0.00
O -2.738 0.739 -0.070 0.02
O -4.982 1.286 -0.945 0.00
Cl 3.016 -2.605 -2.078 0.00
O 2.393 -3.447 -3.061 0.00
O 3.787 -1.594 -2.799 0.00
O 2.099 -1.948 -1.162 0.01
O 4.146 -3.188 -1.320 0.00
Cl 0.848 1.303 2.665 0.00
O 0.510 1.288 1.254 0.02
O -0.344 0.941 3.381 0.00
O 1.910 0.397 3.008 0.00
O 1.282 2.621 3.065 0.00
```

The value obtained for the HOMO-LUMO gap (alpha / beta) is 7.355 / 7.397 eV. As for the net charge: -3. For the calculated total energy, the calculation gives -6305.49483 Ha. For the largest force on an atom, the calculation gives 5.54 eV/Å. The multiplicity is 6. The calculation puts the LUMO energy (alpha / beta) at 6.70 / 6.70 eV. The HOMO energy (alpha / beta) is -0.66 / -0.69 eV.